# 1
{"formula": "C41H50As2ClMoNOSi", "method": "ωB97M-V with the def2-TZVPD basis set", "e_above_lowest_kj_mol": 0.0, "e_tot_ha": -7011.2562, "total_charge": 2, "gap_ev": [7.60, 7.39], "multiplicity": 3, "elements": ["Mo", "C", "Si", "C", "N", "C", "C", "C", "C", "C", "C", "C", "C", "C", "C", "C", "C", "C", "C", "C", "C", "C", "H", "H", "H", "H", "H", "H", "H", "H", "H", "H", "H", "H", "H", "H", "H", "H", "H", "H", "H", "H", "H", "H", "H", "H", "C", "C", "C", "C", "C", "C", "As", "C", "C", "C", "C", "C", "C", "C", "C", "C", "C", "C", "C", "H", "H", "H", "H", "H", "H", "H", "H", "H", "H", "H", "H", "H", "H", "H", "C", "As", "C", "C", "O", "H", "H", "H", "H", "H", "H", "H", "H", "H", "Cl", "C", "H", "H"], "positions_angstrom": [[-0.42590, -0.39074, -0.75776], [-1.68471, -2.02289, -0.12787], [-0.83176, -3.13680, 1.10015], [0.97221, -2.86499, 0.56656], [1.24291, -1.45967, 0.11995], [1.25215, -0.51615, 1.27939], [2.61579, 0.09820, 1.55627], [3.66014, -1.01356, 1.59642], [3.73952, -1.71877, 0.22848], [2.52928, -1.38884, -0.64207], [-1.19345, -2.59345, 2.85560], [-2.53953, -2.43318, 3.20836], [-2.91247, -2.07163, 4.49568], [-1.93813, -1.85469, 5.46235], [-0.59829, -2.02610, 5.14201], [-0.23472, -2.39944, 3.85323], [-1.19579, -4.94210, 0.91035], [-1.42158, -5.76309, 2.01751], [-1.65106, -7.12291, 1.85631], [-1.65822, -7.67860, 0.58594], [-1.43652, -6.87797, -0.52777], [-1.20736, -5.52149, -0.36412], [-2.65925, -1.67886, 0.22801], [-1.89633, -2.64746, -1.00470], [1.11324, -3.51017, -0.30542], [1.72562, -3.16109, 1.30096], [0.89411, -1.04566, 2.16017], [0.50986, 0.29700, 1.09974], [2.56591, 0.63767, 2.50276], [2.87208, 0.82662, 0.78811], [3.39323, -1.72648, 2.38106], [4.62934, -0.60293, 1.87351], [3.83480, -2.79666, 0.35418], [4.62309, -1.39611, -0.32364], [2.44834, -2.07945, -1.47920], [2.61711, -0.38392, -1.05565], [-3.31401, -2.63803, 2.47478], [-3.96044, -1.97874, 4.75220], [-2.22312, -1.57773, 6.46879], [0.16176, -1.88917, 5.90021], [0.81767, -2.56293, 3.63941], [-1.42311, -5.34009, 3.01584], [-1.82537, -7.74809, 2.72194], [-1.83897, -8.73794, 0.46071], [-1.44556, -7.31297, -1.51846], [-1.03968, -4.90859, -1.24594], [0.80615, 5.56320, 1.24235], [-0.15421, 5.50845, 0.24263], [-0.15730, 4.46142, -0.67196], [0.80904, 3.46343, -0.59701], [1.78367, 3.53546, 0.39634], [1.78111, 4.57693, 1.31347], [0.79264, 1.96627, -1.84043], [2.55962, 2.00579, -2.61628], [3.35352, 3.14928, -2.58744], [4.59341, 3.14382, -3.21147], [5.04004, 2.00604, -3.86952], [4.24531, 0.86872, -3.91093], [3.00808, 0.86757, -3.28306], [-0.31786, 2.64873, -3.27407], [-1.70539, 2.60324, -3.13407], [-2.52445, 3.11060, -4.13151], [-1.96109, 3.65610, -5.27845], [-0.58270, 3.69228, -5.42415], [0.24200, 3.19103, -4.42426], [0.81251, 6.38466, 1.94630], [-0.89297, 6.29579, 0.15793], [-0.89533, 4.45089, -1.46386], [2.58457, 2.80826, 0.43131], [2.55484, 4.63038, 2.06835], [3.00730, 4.04768, -2.09393], [5.20763, 4.03421, -3.19046], [6.00577, 2.00804, -4.35689], [4.58660, -0.01437, -4.43463], [2.38639, -0.01956, -3.33030], [-2.14531, 2.16552, -2.24410], [-3.60068, 3.07651, -4.02072], [-2.59816, 4.04902, -6.05933], [-0.14322, 4.11298, -6.31861], [1.31706, 3.22684, -4.54862], [-4.20127, 0.33066, 1.39809], [-2.61480, 1.38604, 1.39974], [-3.09147, 3.20669, 1.12783], [-1.63567, 1.19048, 3.02084], [-1.58071, 0.97843, 0.10394], [-4.89402, 0.77496, 2.11333], [-3.97203, -0.68839, 1.69453], [-4.63764, 0.35278, 0.40107], [-3.83083, 3.49452, 1.87460], [-3.51502, 3.31032, 0.13001], [-2.19945, 3.82305, 1.21682], [-2.26133, 1.51416, 3.85237], [-0.75117, 1.82426, 2.96194], [-1.36525, 0.14298, 3.15812], [0.03820, -1.69112, -2.83370], [-1.36960, -0.59434, -2.63202], [-2.28290, -1.17278, -2.71108], [-1.29648, 0.20272, -3.36339]], "forces_ev_per_a": [[-0.5, 0.1, -0.2], [0.0, 0.0, 0.0], [0.0, 0.0, 0.0], [0.0, 0.0, 0.0], [0.0, 0.0, 0.0], [0.1, 0.0, 0.0], [0.0, -0.1, 0.0], [0.0, 0.0, 0.0], [0.0, 0.0, 0.0], [0.0, 0.0, 0.1], [0.0, 0.1, 0.0], [0.0, 0.0, 0.0], [0.0, 0.0, 0.0], [0.0, 0.0, 0.0], [0.0, 0.0, 0.0], [0.0, 0.0, 0.0], [0.0, -0.1, 0.0], [0.0, 0.0, 0.0], [0.0, 0.0, 0.0], [0.0, 0.0, 0.0], [0.0, 0.0, 0.0], [0.0, 0.0, 0.0], [0.0, 0.0, 0.0], [0.0, 0.0, 0.0], [0.0, 0.0, 0.0], [0.0, 0.0, 0.0], [0.0, 0.0, -0.1], [0.1, 0.1, 0.1], [0.0, 0.0, 0.0], [0.0, 0.0, 0.0], [0.0, 0.0, 0.0], [0.0, 0.0, 0.0], [0.0, 0.0, 0.0], [0.0, 0.0, 0.0], [0.0, 0.0, 0.0], [0.0, 0.0, 0.0], [0.0, 0.0, 0.0], [0.0, 0.0, 0.0], [0.0, 0.0, 0.0], [0.0, 0.0, 0.0], [0.0, 0.0, 0.0], [0.0, 0.0, 0.0], [0.0, 0.0, 0.0], [0.0, 0.0, 0.0], [0.0, 0.0, 0.0], [0.0, 0.0, 0.0], [0.0, 0.0, 0.0], [0.0, 0.0, 0.0], [0.0, 0.0, 0.0], [-0.1, 0.0, 0.0], [0.0, 0.0, 0.0], [0.0, 0.0, 0.0], [0.0, 0.0, 0.0], [0.0, 0.0, 0.0], [0.0, 0.0, 0.0], [0.0, 0.0, 0.0], [0.0, 0.0, 0.0], [0.0, 0.0, 0.0], [0.0, 0.0, 0.0], [0.0, 0.0, 0.0], [0.0, 0.1, 0.0], [0.0, 0.0, 0.0], [0.0, 0.0, 0.0], [0.0, 0.0, 0.0], [0.0, 0.0, 0.0], [0.0, 0.0, 0.0], [0.0, 0.0, 0.0], [0.0, 0.0, 0.0], [0.0, 0.0, 0.0], [0.0, 0.0, 0.0], [0.0, 0.0, 0.0], [0.0, 0.0, 0.0], [0.0, 0.0, 0.0], [0.0, 0.0, 0.0], [0.0, 0.0, 0.0], [0.0, 0.0, 0.0], [0.0, 0.0, 0.0], [0.0, 0.0, 0.0], [0.0, 0.0, 0.0], [0.0, 0.0, 0.0], [0.0, 0.0, 0.0], [0.0, 0.0, 0.0], [0.0, 0.0, 0.0], [0.0, 0.0, 0.0], [0.2, -0.1, 0.0], [0.0, 0.0, 0.0], [0.0, 0.0, 0.0], [0.0, 0.0, 0.0], [0.0, 0.0, 0.0], [0.0, 0.0, 0.0], [0.0, 0.0, 0.0], [0.0, 0.0, 0.0], [0.0, 0.0, 0.0], [0.0, 0.0, 0.0], [0.1, -0.1, 0.0], [0.0, -0.1, 0.0], [0.0, 0.0, 0.0], [0.0, 0.0, 0.0]]}



# 2
{"formula": "C41H50F8NO29P", "method": "ωB97M-V with the def2-TZVPD basis set", "e_tot_ha": -4969.3174, "gap_ev": 8.69, "multiplicity": 1, "elements": ["C", "C", "O", "C", "C", "C", "C", "C", "C", "P", "N", "O", "C", "O", "O", "C", "C", "O", "C", "C", "C", "C", "C", "C", "H", "H", "H", "H", "H", "H", "H", "H", "H", "H", "H", "H", "H", "H", "H", "H", "H", "H", "H", "H", "H", "H", "H", "H", "H", "H", "C", "C", "O", "C", "O", "O", "F", "H", "H", "H", "C", "C", "O", "C", "O", "O", "F", "H", "H", "H", "C", "C", "O", "C", "O", "O", "F", "H", "H", "H", "C", "C", "O", "C", "O", "O", "F", "H", "H", "H", "C", "C", "O", "C", "O", "O", "F", "H", "H", "H", "C", "C", "O", "C", "O", "O", "F", "H", "H", "H", "C", "C", "O", "C", "O", "O", "F", "H", "H", "H", "C", "C", "O", "C", "O", "O", "F", "H", "H", "H"], "positions_angstrom": [[2.63317, 0.01533, 4.30880], [3.17269, 0.40024, 2.92647], [3.07863, -0.72682, 2.07272], [3.21064, -0.36726, 0.70725], [1.82506, 0.10029, 0.11389], [1.43205, -0.72496, -1.15369], [0.15759, -1.60279, -0.87151], [0.48111, -3.08071, -0.47859], [0.26217, -3.44553, 0.99421], [0.35901, -5.33969, 0.99840], [-0.71529, -6.06791, 0.09597], [1.32276, -3.14434, 1.95455], [0.70781, -3.37182, 3.19555], [1.27751, -3.37622, 4.24501], [-0.67400, -3.55023, 3.01935], [-0.87704, -2.80318, 1.78842], [-2.27448, -2.72801, 1.19545], [-3.21698, -2.13599, 2.08847], [-3.42533, -0.79744, 1.85645], [-4.71133, -0.36739, 1.54964], [-4.98558, 1.01533, 1.33029], [-3.98027, 1.99249, 1.41380], [-2.69935, 1.52676, 1.72251], [-2.43857, 0.18326, 1.94019], [2.62747, 0.88428, 4.98717], [1.58386, -0.29823, 4.18201], [3.20677, -0.79346, 4.78020], [4.20325, 0.79854, 2.99085], [2.53192, 1.21544, 2.52603], [3.54326, -1.26704, 0.16979], [3.91847, 0.47244, 0.56715], [1.05833, 0.07033, 0.90525], [1.92721, 1.15154, -0.20970], [1.19403, -0.04330, -1.98182], [2.21705, -1.43343, -1.48756], [-0.48215, -1.05777, -0.16260], [-0.39233, -1.64414, -1.82817], [-0.10083, -3.75235, -1.12361], [1.54836, -3.25128, -0.71348], [0.23137, -5.84310, 2.31637], [1.69380, -5.60113, 0.57245], [-1.32565, -5.37612, -0.33111], [-0.42864, -1.83304, 2.07771], [-2.60851, -3.76052, 0.98415], [-2.26395, -2.21750, 0.21826], [-5.55058, -1.06426, 1.46650], [-6.00246, 1.35868, 1.11527], [-4.14727, 3.06104, 1.27719], [-1.88435, 2.25220, 1.79393], [-1.40941, -0.06743, 2.20053], [-6.65613, 0.88094, 5.98864], [-7.27016, 0.32778, 4.73567], [-8.20753, 1.31618, 4.36884], [-7.70679, 2.49300, 4.83272], [-8.07903, 3.55866, 4.48084], [-6.71302, 2.28656, 5.73871], [-7.94404, -0.82740, 4.98521], [-7.23799, 0.64200, 6.88094], [-5.63185, 0.54623, 6.13748], [-6.56333, 0.17067, 3.91688], [-6.80551, 5.56653, 2.15427], [-7.06052, 6.44037, 0.95731], [-5.97497, 7.34929, 1.00143], [-4.94199, 6.68181, 1.59707], [-3.81122, 7.03104, 1.56262], [-5.37984, 5.55864, 2.22742], [-8.21855, 7.13233, 1.08611], [-7.21565, 5.98547, 3.07403], [-7.19072, 4.55730, 2.02755], [-7.05709, 5.91243, 0.00125], [-10.27660, -2.62445, 1.61035], [-8.82012, -2.39613, 1.91172], [-8.52246, -1.23147, 1.15376], [-9.69334, -0.52446, 1.07686], [-9.76485, 0.61065, 0.75243], [-10.75708, -1.29341, 1.42393], [-8.05505, -3.42054, 1.45744], [-10.42652, -3.19794, 0.69370], [-10.80024, -3.11950, 2.42526], [-8.60362, -2.21553, 2.96631], [7.25313, -1.71440, -2.62617], [6.78442, -2.96600, -1.93599], [5.40837, -2.69933, -1.71053], [5.01466, -1.86017, -2.70746], [3.88202, -1.63979, -2.99000], [6.07784, -1.31089, -3.34319], [7.39957, -3.13390, -0.74329], [7.53627, -0.92991, -1.92438], [8.08442, -1.89419, -3.30318], [6.88714, -3.87670, -2.52965], [-3.27568, -5.33653, -3.82500], [-3.64461, -5.10541, -2.38432], [-2.72906, -4.09373, -1.98928], [-2.44422, -3.37489, -3.11667], [-1.93317, -2.30521, -3.11492], [-2.83094, -4.03885, -4.23276], [-3.43046, -6.20775, -1.63542], [-2.45949, -6.05249, -3.93428], [-4.11912, -5.66828, -4.42629], [-4.66686, -4.75317, -2.22971], [10.18380, 2.94897, -0.84212], [9.24113, 2.19289, 0.04763], [8.89544, 1.07172, -0.74934], [9.96973, 0.83750, -1.56339], [10.13650, -0.16951, -2.16834], [10.81295, 1.89633, -1.58466], [8.12586, 2.91294, 0.30386], [9.66564, 3.61744, -1.52862], [10.91685, 3.52328, -0.28087], [9.68095, 1.85286, 0.98744], [3.95353, -0.54963, -7.03552], [5.41433, -0.37676, -6.72228], [5.77069, 0.75742, -7.49062], [4.63795, 1.51497, -7.59735], [4.62084, 2.64823, -7.93898], [3.53447, 0.79981, -7.25117], [6.14091, -1.44108, -7.15094], [3.78959, -1.13203, -7.94422], [3.40032, -1.00793, -6.21802], [5.62926, -0.18772, -5.66903], [5.43651, 5.46231, -2.14677], [5.32510, 6.65607, -1.23587], [6.33819, 6.41049, -0.27601], [7.29803, 5.68122, -0.91146], [8.39886, 5.52097, -0.50339], [6.83334, 5.16498, -2.07825], [4.12551, 6.69007, -0.60919], [4.86402, 4.60756, -1.78251], [5.13133, 5.68166, -3.16751], [5.50889, 7.61565, -1.72326]], "forces_ev_per_a": [[-0.2, 0.2, -0.2], [-0.6, 0.3, 0.5], [0.6, 0.4, 0.0], [-1.1, 0.3, -0.1], [1.2, -0.1, -0.8], [-1.1, -0.5, 0.9], [0.5, 0.3, -1.2], [0.6, 1.5, 0.5], [0.2, -1.1, -0.5], [-1.8, -0.7, -1.0], [0.3, 0.6, 0.2], [-0.6, -0.4, 1.0], [0.3, 0.2, 0.4], [-0.6, -0.2, -1.2], [1.0, 0.7, 0.4], [0.9, 0.0, -0.4], [0.1, -1.2, 0.3], [0.3, 0.1, -0.4], [-0.7, 0.8, -0.1], [-0.8, 1.2, -0.3], [0.3, 0.0, 0.3], [0.1, -1.2, 0.2], [-0.1, 0.6, -0.2], [0.9, -0.1, 0.2], [0.1, -0.2, -0.3], [0.4, -0.1, 0.2], [-0.2, 0.2, -0.2], [-0.2, -0.3, -0.1], [0.3, -0.2, 0.1], [0.1, 0.3, 0.2], [0.1, -0.6, 0.2], [0.2, -0.1, -0.3], [-0.1, -0.3, 0.3], [0.2, -0.2, 0.2], [-0.3, 0.8, 0.2], [0.1, -0.4, -0.1], [0.1, 0.0, 0.7], [0.1, 0.0, 0.5], [-0.4, -0.2, 0.1], [0.8, 0.4, -0.1], [-0.1, 0.3, 0.5], [-0.1, -0.3, -0.2], [-0.9, 0.2, -0.8], [0.0, 0.4, 0.3], [0.2, 0.0, 0.4], [0.4, 0.0, 0.0], [0.2, -0.4, 0.0], [-0.2, -0.4, 0.0], [-0.2, -0.3, 0.0], [-0.3, -0.1, 0.0], [0.5, 0.0, 0.4], [-0.3, -0.4, 0.0], [0.5, 0.1, 0.0], [0.0, 0.5, 0.1], [-0.1, 0.2, 0.0], [-0.3, -0.2, -0.3], [0.0, -0.2, -0.1], [-0.1, -0.1, -0.1], [0.1, 0.2, -0.1], [-0.1, -0.2, 0.0], [-0.3, -0.6, 0.3], [-0.3, 0.4, 0.2], [0.2, -0.6, -0.1], [0.4, 0.1, 0.2], [0.0, 0.0, 0.0], [0.0, 0.4, -0.4], [0.0, 0.0, -0.1], [-0.1, 0.1, -0.1], [0.2, 0.0, 0.1], [-0.1, 0.1, 0.0], [-0.5, -0.3, 0.2], [0.3, -0.2, -0.4], [-0.5, -0.1, 0.6], [-0.1, 0.5, -0.3], [0.1, 0.0, -0.1], [0.4, 0.0, 0.0], [0.1, 0.1, 0.1], [0.2, 0.0, 0.0], [-0.1, 0.2, 0.0], [0.1, -0.1, 0.0], [0.5, 0.2, -0.3], [0.1, 0.1, 0.5], [0.1, 0.0, -0.6], [-0.3, 0.2, 0.0], [0.1, 0.0, -0.1], [-0.1, -0.3, 0.3], [-0.1, -0.1, 0.0], [0.0, -0.2, 0.1], [-0.1, 0.1, -0.1], [0.0, -0.1, 0.1], [-0.2, -0.2, -0.5], [0.2, -0.5, 0.3], [-0.3, 0.2, -0.4], [0.2, 0.3, -0.2], [-0.1, -0.2, -0.1], [0.0, 0.0, 0.4], [-0.1, 0.1, 0.1], [0.0, 0.0, 0.2], [0.0, 0.2, -0.1], [0.0, 0.0, 0.1], [0.5, 0.5, -0.1], [-0.5, 0.3, -0.1], [0.6, -0.1, 0.1], [0.2, -0.1, -0.3], [-0.1, 0.0, -0.1], [-0.4, -0.3, 0.3], [-0.1, -0.3, 0.2], [-0.2, -0.1, 0.1], [0.1, -0.1, -0.1], [-0.2, 0.0, 0.1], [-0.5, -0.2, 0.2], [0.3, -0.3, -0.3], [-0.5, 0.1, 0.4], [-0.1, 0.4, -0.2], [0.0, 0.0, 0.0], [0.4, 0.0, 0.0], [0.1, 0.0, 0.1], [0.2, 0.0, 0.0], [-0.1, 0.2, 0.0], [0.1, -0.1, 0.0], [-0.1, -0.2, -0.5], [-0.4, -0.1, 0.4], [0.2, 0.0, -0.6], [0.3, -0.2, 0.2], [0.0, 0.1, 0.0], [-0.1, 0.2, 0.3], [0.0, 0.1, 0.0], [0.0, 0.1, 0.2], [0.2, 0.0, 0.0], [-0.1, 0.0, 0.1]]}